# 1
Computed, not measured: a molecular structure, C35H34F6N3O4PbS3Sb2, with the ωB97M-V functional and the def2-TZVPD basis.

Last column: Mulliken charge in e.
Element x y z (Å)
Pb 0.6652 0.7872 0.0720  0.2903
F 2.3141 -2.6600 -2.9097  -0.1861
C 1.5192 -3.6544 -2.5170  0.5061
F 2.2871 -4.6339 -2.0522  -0.2053
F 0.8583 -4.0980 -3.5784  -0.2066
S 0.3368 -3.0512 -1.1872  1.0374
O 1.0637 -1.9955 -0.5099  -0.5641
O 0.0193 -4.1808 -0.3943  -0.5587
N -0.8689 -2.4721 -2.0112  -0.4373
S -0.9818 -0.9199 -2.0595  1.2342
O 0.2144 -0.1872 -2.3888  -0.7624
O -1.6730 -0.3610 -0.9243  -0.6381
C -2.0962 -0.6715 -3.5352  0.4432
F -2.2884 0.6305 -3.7399  -0.1853
F -1.5130 -1.1763 -4.6142  -0.2045
F -3.2762 -1.2499 -3.3790  -0.1933
C -0.7951 1.6317 4.3386  -1.5749
C -0.8383 0.1188 4.4848  0.1457
C -1.6445 -0.5687 3.3879  -1.3845
Sb -0.5394 -1.3200 1.6281  0.5808
C 1.0034 -2.3422 2.7410  0.9520
C 2.2975 -2.4452 2.2472  -0.8195
C 3.2671 -3.1233 2.9705  -0.7453
C 2.9588 -3.6818 4.2000  -0.6184
C 1.6698 -3.5810 4.6958  -0.7472
C 0.6971 -2.9181 3.9681  -0.3615
C -1.9614 -2.8805 1.2469  1.1080
C -3.0697 -2.6410 0.4517  -0.7141
C -3.9878 -3.6546 0.2272  -0.6440
C -3.8048 -4.8999 0.8004  -0.6739
C -2.6968 -5.1355 1.5983  -0.7305
C -1.7713 -4.1296 1.8255  -0.5548
Sb 0.3195 2.2869 2.5983  1.1663
C 2.3602 2.2032 3.2771  0.6617
C 3.3212 2.6009 2.3547  -0.4093
C 4.6656 2.4278 2.6216  -0.7030
C 5.0598 1.8445 3.8151  -0.6015
C 4.1082 1.4460 4.7386  -0.6915
C 2.7585 1.6134 4.4660  -0.5363
C -0.1507 4.3965 2.6149  0.5628
C -1.4680 4.7809 2.4018  -0.5736
C -1.7827 6.1181 2.2288  -0.6701
C -0.7818 7.0759 2.2550  -0.5644
C 0.5284 6.6963 2.4966  -0.6771
C 0.8459 5.3590 2.6750  -0.3366
H -0.3304 2.1001 5.2096  0.6064
H -1.8095 2.0213 4.2413  0.6213
H -1.3030 -0.0987 5.4520  0.4105
H 0.1774 -0.2861 4.5257  -0.0166
H -2.4076 0.1060 3.0010  0.6592
H -2.1596 -1.4351 3.7975  0.5436
H 2.5432 -2.0204 1.2833  0.4314
H 4.2643 -3.2268 2.5665  0.4569
H 3.7202 -4.1969 4.7669  0.4317
H 1.4168 -4.0276 5.6450  0.4389
H -0.3068 -2.8408 4.3591  0.4197
H -3.2095 -1.6748 -0.0093  0.4833
H -4.8445 -3.4704 -0.4062  0.4528
H -4.5201 -5.6870 0.6129  0.4129
H -2.5508 -6.1105 2.0414  0.4260
H -0.8858 -4.3263 2.4193  0.5217
H 3.0081 3.0611 1.4192  0.3664
H 5.4007 2.7410 1.8969  0.4429
H 6.1084 1.6964 4.0215  0.4103
H 4.4167 1.0059 5.6761  0.4448
H 2.0162 1.2852 5.1826  0.3034
H -2.2554 4.0382 2.3656  0.3534
H -2.8080 6.4084 2.0542  0.4227
H -1.0241 8.1157 2.0926  0.4250
H 1.3111 7.4399 2.5317  0.4373
H 1.8681 5.0643 2.8791  0.4482
C 3.0183 5.0434 -1.8524  -1.4478
C 1.5394 4.9877 -1.9992  1.2708
C 0.7855 5.9211 -2.6530  -1.0901
C -0.6139 5.7121 -2.7367  0.8588
N -1.1904 4.7089 -2.1143  -0.4605
C -0.4725 3.8015 -1.4730  0.3039
S -1.2678 2.5046 -0.7340  -0.4176
N 0.8967 3.9284 -1.4429  0.4388
C -1.4682 6.5775 -3.5783  -1.2527
H 3.4187 5.9451 -2.3072  0.3877
H 3.4842 4.1802 -2.3279  0.3444
H 3.2852 5.0369 -0.7954  0.3003
H 1.2537 6.7692 -3.1223  0.4303
H 1.4520 3.1743 -1.0460  -0.2804
H -1.1758 7.6220 -3.5150  0.3817
H -2.5081 6.4427 -3.3032  0.3622
H -1.3503 6.2628 -4.6163  0.3011

The calculation puts the energy relative to the best compared isomer or geometry (same formula, charge and spin) at 1.421 eV. The calculation puts the HOMO energy at -10.9 eV. As for the net charge: +1. For the HOMO-LUMO gap, the calculation gives 0.2892 Eh.

***

# 2
Computed, not measured: a molecular structure, C35H34N2O4S2, with the ωB97M-V functional and the def2-TZVPD basis.

Last column: Mulliken charge in e.
Element x y z (Å)
C 5.8214 -0.2818 2.5029  -1.5772
C 4.3573 -0.0068 2.4044  1.0695
C 3.4082 -0.9081 1.9366  -1.2952
C 2.1175 -0.4524 1.5409  0.2476
C 1.2721 -1.2543 0.7546  -0.9050
C 1.7985 0.9198 1.7259  0.5297
N 0.6890 1.4535 1.0515  1.9603
C -0.3295 0.7975 0.4463  -2.2934
N -1.4863 1.5122 0.5979  1.0443
C -2.7695 0.9787 0.9358  -0.0088
C -2.8528 -0.0073 1.9324  1.5626
C -1.6799 -0.6431 2.5921  -1.0938
C -4.1055 -0.3923 2.4042  -1.1364
C -5.2768 0.2337 1.9973  0.5249
C -6.6402 -0.1360 2.5264  -1.4823
C -5.1516 1.2540 1.0510  -1.0785
C -3.9196 1.6737 0.5383  0.6239
C -3.8449 2.8294 -0.4124  -1.6108
C -1.0845 2.8065 0.9721  -1.2552
C 0.2334 2.7847 1.2082  -1.2319
C 2.6338 1.7133 2.5389  0.5074
C 2.2084 2.9095 3.3302  -2.1495
C 3.9535 1.2963 2.7247  -1.0334
H 6.2591 0.3710 3.2688  0.3616
H 6.0507 -1.3215 2.7400  0.3861
H 6.3123 -0.0391 1.5514  0.2774
H 3.6356 -1.9485 1.7198  0.4737
H -0.3525 -0.2573 0.2193  1.4502
H 1.4312 -1.0371 -0.3029  -0.0560
H 0.7946 -2.1611 1.1063  0.9847
H -2.0434 -1.1947 3.4681  0.4534
H -1.1692 -1.3590 1.9419  0.1500
H -0.9594 0.0821 2.9799  0.1704
H -4.1758 -1.2176 3.1018  0.4225
H -7.4524 0.2490 1.8903  0.3600
H -6.7367 -1.2274 2.5904  0.3690
H -6.8417 0.2684 3.5313  0.2784
H -6.0303 1.7667 0.6763  0.3752
H -4.8149 2.9469 -0.9228  0.4622
H -3.6416 3.7783 0.1196  0.3263
H -3.0743 2.6585 -1.1798  0.0810
H -1.8315 3.5351 1.2324  0.6274
H 0.8385 3.5904 1.5721  0.6915
H 2.7769 2.8873 4.2788  0.5006
H 2.4756 3.8650 2.8409  0.3929
H 1.1390 2.9120 3.5937  0.4394
H 4.6743 1.9684 3.1959  0.3395
C -0.4080 -5.9854 -4.0097  -0.5511
C -0.6044 -5.0983 -2.9470  -0.6702
C 0.1977 -3.9551 -2.9020  0.6496
C 1.2487 -3.7376 -3.7839  -0.0862
C 1.4878 -4.6695 -4.7964  -0.6504
C 0.6343 -5.7733 -4.9253  -0.5421
S 2.2106 -2.2414 -3.3959  1.2873
O 3.3941 -2.6269 -2.6574  -0.6494
O 2.2902 -1.3807 -4.5602  -0.6780
C 1.1528 -1.4352 -2.1768  -0.4681
C 0.4762 -0.2131 -2.2841  -0.4476
C 0.8111 1.1886 -2.0879  1.2829
C 2.0437 1.7738 -1.6369  -0.0296
C 2.0970 3.1294 -1.3144  -0.6421
C 1.0675 3.9998 -1.6899  -0.5471
C -0.1341 3.4652 -2.2120  -0.6616
C -0.2528 2.0993 -2.3838  -0.5460
S 0.2411 -2.8504 -1.4697  1.3576
O -1.0642 -2.4116 -1.0008  -0.6711
O 1.1813 -3.5420 -0.5980  -0.6029
H -1.0741 -6.8443 -4.1131  0.3779
H -1.3553 -5.2798 -2.1663  0.4183
H 2.3546 -4.5527 -5.4390  0.4451
H 0.7731 -6.4883 -5.7356  0.3805
H -0.4308 -0.3514 -2.9464  0.0436
H 2.9657 1.1812 -1.5574  0.4289
H 3.0083 3.5349 -0.8166  0.3955
H 1.2069 5.0738 -1.5946  0.4135
H -0.9474 4.1213 -2.5265  0.3880
H -1.1880 1.6733 -2.7859  0.3391

The calculation puts the energy relative to the best compared isomer or geometry (same formula, charge and spin) at 2.172 eV. The calculation puts the HOMO energy at -5.5 eV. As for the net charge: 0. For the HOMO-LUMO gap, the calculation gives 0.1415 Eh.

***

# 3
Computed, not measured: a molecular structure, C35H34N4RuSi, with the ωB97M-V functional and the def2-TZVPD basis.

Last column: Mulliken charge in e.
Element x y z (Å)
Ru -0.3566 0.2069 1.1615  -0.3033
C 1.1350 -0.3651 -0.0447  -0.8498
Si 2.2894 -0.7007 1.3866  0.5827
C 1.3204 0.0199 2.9885  -0.7622
N -0.1371 -0.1697 3.0615  -0.1947
C -0.8727 0.6128 4.0977  -0.6993
C -1.0375 -0.2430 5.3448  -0.7855
C -1.8562 -1.5184 5.0437  -0.6814
C -1.9364 -1.8048 3.5378  -0.9970
C -0.5782 -1.5815 2.9072  0.2516
C 3.9212 0.1390 1.4627  0.8820
C 4.9487 -0.4992 0.7525  -0.6399
C 6.2237 0.0434 0.7130  -0.6942
C 6.4937 1.2265 1.3847  -0.5115
C 5.4918 1.8672 2.1013  -0.9096
C 4.2157 1.3292 2.1368  -0.0106
C 2.3842 -2.5210 1.7016  0.4400
C 1.7559 -3.4868 0.9112  -0.2249
C 1.8525 -4.8362 1.2257  -0.8988
C 2.5820 -5.2371 2.3355  -0.5366
C 3.2249 -4.2932 3.1264  -0.8282
C 3.1300 -2.9475 2.8085  -0.1322
H 0.8618 -1.2490 -0.6210  0.5131
H 1.4164 0.4558 -0.7042  0.5795
H 1.5351 1.0557 3.2341  0.7244
H 1.8140 -0.6243 3.7242  0.7917
H -1.8463 0.8810 3.6827  0.3620
H -0.3098 1.5264 4.2725  0.4352
H -1.5203 0.3593 6.1128  0.4352
H -0.0473 -0.4935 5.7319  0.2980
H -2.8665 -1.4274 5.4386  0.4062
H -1.4012 -2.3710 5.5476  0.3464
H -2.6760 -1.1618 3.0534  0.2445
H -2.2484 -2.8320 3.3536  0.4670
H -0.5885 -1.7996 1.7952  0.1649
H 0.1923 -2.2556 3.2866  0.3419
H 4.7591 -1.4349 0.2370  0.3652
H 7.0071 -0.4603 0.1631  0.4370
H 7.4900 1.6472 1.3577  0.4154
H 5.7089 2.7814 2.6371  0.4397
H 3.4637 1.8426 2.7260  0.2625
H 1.1950 -3.2042 0.0274  0.3203
H 1.3709 -5.5741 0.5980  0.4699
H 2.6627 -6.2886 2.5770  0.4267
H 3.8114 -4.6079 3.9793  0.4553
H 3.6688 -2.2268 3.4177  0.3930
N -6.9581 7.4543 -1.7996  -0.4227
C -6.1930 6.6542 -1.4964  -0.2100
C -5.2335 5.6500 -1.1157  0.5425
C -5.5568 4.7244 -0.1271  -0.9103
C -4.6390 3.7526 0.2283  -0.2068
C -3.3845 3.7189 -0.3810  -0.6009
C -3.0643 4.6524 -1.3672  -0.4190
C -3.9900 5.6095 -1.7416  -0.9125
C -2.4051 2.6826 0.0129  1.1074
C -2.7838 1.3260 -0.1657  0.1533
C -3.9084 0.8284 -0.7996  -0.3518
C -3.8366 -0.5817 -0.7836  -1.3181
C -2.6629 -0.9087 -0.1682  -0.5538
N -1.9892 0.2376 0.2130  0.5519
C -1.1650 3.0544 0.4899  0.2635
C -0.6406 4.3665 0.6312  -0.6710
C 0.6844 4.2529 0.9869  -1.5590
C 0.9496 2.8796 1.0827  -0.6386
N -0.1404 2.1507 0.8116  0.8334
H -6.5234 4.7693 0.3551  0.4835
H -4.8884 3.0351 0.9993  0.5377
H -2.1039 4.6095 -1.8644  0.6016
H -3.7558 6.3241 -2.5183  0.4808
H -4.6922 1.4262 -1.2358  0.6595
H -4.5506 -1.2729 -1.1990  0.4881
H -2.2449 -1.8882 0.0102  0.5493
H -1.1970 5.2759 0.4738  0.6924
H 1.3942 5.0454 1.1545  0.5056
H 1.8917 2.4064 1.3204  0.7322

The calculation puts the energy relative to the best compared isomer or geometry (same formula, charge and spin) at 0.096 eV. The calculation puts the HOMO energy at -14.1 eV. As for the net charge: +2. For the HOMO-LUMO gap, the calculation gives 0.2360 Eh.